[1]
Formula: C5H4O
Source: OMol25
Level of theory: wB97M-V/def2-TZVPD

Values from the calculation:
E: -7292.4175 eV
Frontier orbital gap: 7.8 eV
SMILES: C=c1c(=C)c1=O
Largest force on an atom: 5.980 eV/Å
Energy relative to the best compared isomer or geometry (same formula, charge and spin): 317.5 kJ/mol

Structure (ORCA input):
```
! wB97M-V def2-TZVPD RIJCOSX def2/J DEFGRID3
* xyz 0 1
C -1.766 -0.266 -0.853
C -0.692 0.606 -0.545
C 0.597 0.990 0.018
C 1.745 0.631 0.680
C -0.078 1.894 -0.838
O -0.038 3.023 -1.256
H -2.281 0.292 -1.621
H -1.719 -1.315 -0.781
H 2.594 1.415 0.844
H 1.952 -0.230 1.177
*
```


[2]
Formula: C35H52CdN5O3S3Te
Source: OMol25
Level of theory: wB97M-V/def2-TZVPD

Values from the calculation:
E: -95081.5002 eV
Frontier orbital gap (spin up / spin down): 6.8 / 7.0 eV
Largest force on an atom: 1.144 eV/Å
Energy relative to the best compared isomer or geometry (same formula, charge and spin): 0.0 kJ/mol

Structure (ORCA input):
```
! wB97M-V def2-TZVPD RIJCOSX def2/J DEFGRID3
* xyz 2 2
Cd -0.920 1.084 -1.129
C -0.966 -0.943 -4.165
C -0.720 0.346 -4.939
S -0.140 1.711 -3.895
C -1.235 3.056 -4.393
C -2.728 2.865 -4.144
S -3.146 2.432 -2.432
C -4.179 0.953 -2.619
C -3.594 -0.185 -3.435
S -2.069 -0.875 -2.730
H -0.037 -1.331 -3.744
H -1.363 -1.703 -4.839
H -1.608 0.674 -5.480
H 0.055 0.153 -5.678
H -1.072 3.258 -5.449
H -0.853 3.910 -3.834
H -3.146 2.101 -4.798
H -3.242 3.797 -4.373
H -5.135 1.252 -3.045
H -4.347 0.638 -1.587
H -3.391 0.106 -4.462
H -4.323 -0.993 -3.463
C -4.719 -1.083 1.272
O -3.780 -0.535 2.214
C -2.824 0.226 1.700
O -2.717 0.459 0.494
N -2.059 0.740 2.673
N -0.850 1.423 2.379
H -5.453 -1.611 1.868
H -4.218 -1.772 0.596
H -5.197 -0.290 0.702
H -2.183 0.370 3.599
H -0.331 0.882 1.686
H -0.296 1.387 3.226
C 2.348 -4.691 6.424
C 2.150 -4.161 5.025
C 3.202 -4.100 4.121
C 3.058 -3.541 2.853
C 4.246 -3.543 1.909
C 1.798 -3.034 2.488
Te 1.877 -1.611 0.829
N 0.862 0.227 -0.251
C 1.594 1.307 -0.534
O 1.028 2.342 -1.053
C 3.079 1.400 -0.336
C 3.650 1.425 0.933
C 5.029 1.484 1.080
C 5.846 1.507 -0.043
C 5.279 1.508 -1.311
C 3.899 1.471 -1.457
C 1.115 -2.868 -0.687
C -0.080 -3.555 -0.494
C -0.577 -4.393 -1.483
C 0.125 -4.535 -2.670
C 1.318 -3.850 -2.860
C 1.842 -3.006 -1.881
C 3.158 -2.303 -2.125
C 0.703 -3.147 3.354
C -0.700 -2.772 2.934
C 0.898 -3.712 4.609
H 3.330 -5.148 6.544
H 1.588 -5.434 6.676
H 2.265 -3.878 7.148
H 4.173 -4.498 4.407
H 4.998 -4.256 2.247
H 4.724 -2.562 1.849
H 3.942 -3.833 0.901
H 3.014 1.425 1.812
H 5.468 1.508 2.071
H 6.923 1.539 0.069
H 5.913 1.545 -2.188
H 3.449 1.496 -2.444
H -0.604 -3.473 0.452
H -1.500 -4.937 -1.321
H -0.251 -5.189 -3.450
H 1.873 -3.989 -3.783
H 3.576 -2.584 -3.091
H 3.891 -2.560 -1.359
H 3.039 -1.216 -2.107
H -0.691 -1.931 2.242
H -1.324 -2.531 3.797
H -1.175 -3.614 2.423
H 0.048 -3.816 5.280
N -2.039 6.021 1.259
C -0.678 5.627 0.729
C -0.856 4.491 -0.267
N -1.572 3.348 0.303
C -2.864 3.737 0.858
C -2.743 4.847 1.895
H -2.605 6.350 0.478
H -1.962 6.795 1.913
H -0.086 5.305 1.583
H -0.213 6.505 0.283
H 0.123 4.163 -0.613
H -1.419 4.857 -1.137
H -1.014 2.895 1.030
H -3.338 2.875 1.323
H -3.515 4.068 0.040
H -2.133 4.526 2.737
H -3.713 5.180 2.261
*
```


[3]
Formula: C4H6O2
Source: OMol25
Level of theory: wB97M-V/def2-TZVPD

Values from the calculation:
E: -8337.8818 eV
Frontier orbital gap: 9.7 eV
SMILES: C=C=C(O)CO
Largest force on an atom: 0.389 eV/Å
Energy relative to the best compared isomer or geometry (same formula, charge and spin): 248.9 kJ/mol

Structure (ORCA input):
```
! wB97M-V def2-TZVPD RIJCOSX def2/J DEFGRID3
* xyz 0 1
C -0.202 1.614 -1.693
C 0.012 0.687 -0.793
C 0.251 0.023 0.316
O 0.407 0.715 1.491
C 0.345 -1.458 0.551
O -0.709 -1.923 1.369
H 0.618 2.085 -2.234
H -1.205 1.982 -1.905
H 0.352 1.652 1.262
H 0.412 -1.999 -0.402
H 1.259 -1.658 1.117
H -1.539 -1.720 0.921
*
```


[4]
Formula: C43H31BrN6O2PdSb
Source: OMol25
Level of theory: wB97M-V/def2-TZVPD

Values from the calculation:
E: -138184.4797 eV
Frontier orbital gap: 6.3 eV
Largest force on an atom: 0.788 eV/Å
Energy relative to the best compared isomer or geometry (same formula, charge and spin): 34.4 kJ/mol

Structure (ORCA input):
```
! wB97M-V def2-TZVPD RIJCOSX def2/J DEFGRID3
* xyz 1 1
Pd 1.582 -0.063 -0.052
C 1.567 0.170 4.251
C 1.874 0.451 2.921
N 1.262 -0.206 1.958
C 0.349 -1.142 2.271
C 0.061 -1.395 3.592
N 0.670 -0.741 4.587
C -0.252 -1.861 1.109
C -1.092 -2.957 1.151
C -1.488 -3.574 -0.033
C -0.947 -3.096 -1.232
C -0.115 -1.997 -1.213
N 0.145 -1.379 -0.065
C 0.646 -1.420 -2.364
C 0.472 -1.777 -3.684
N 1.210 -1.247 -4.662
C 2.120 -0.353 -4.317
C 2.302 0.042 -2.995
N 1.562 -0.496 -2.043
C -2.436 -4.733 -0.025
C -3.034 -5.182 -1.195
C -3.913 -6.254 -1.143
N -4.229 -6.898 -0.020
C -3.654 -6.463 1.101
C -2.766 -5.398 1.148
H 2.065 0.704 5.052
H 2.611 1.186 2.627
H -0.673 -2.143 3.870
H -1.433 -3.323 2.108
H -1.137 -3.602 -2.167
H -0.283 -2.501 -3.967
H 2.725 0.076 -5.108
H 3.026 0.786 -2.688
H -2.859 -4.706 -2.150
H -4.388 -6.608 -2.051
H -3.914 -6.991 2.011
H -2.339 -5.130 2.105
Br 5.444 -0.701 3.238
C 6.338 -0.064 1.690
C 7.691 0.202 1.799
C 8.380 0.709 0.706
C 7.711 0.967 -0.480
C 6.352 0.709 -0.570
C 5.651 0.174 0.506
C 4.201 -0.160 0.329
O 3.782 -1.304 0.438
O 3.427 0.863 0.038
H 8.200 0.019 2.735
H 9.441 0.910 0.790
H 8.244 1.376 -1.330
H 5.816 0.927 -1.487
C -2.460 6.777 -0.042
C -2.817 5.925 -1.077
C -2.269 4.649 -1.155
C -1.356 4.214 -0.194
C -0.981 5.091 0.825
C -1.536 6.362 0.906
Sb -0.486 2.259 -0.254
C -1.689 1.567 -1.888
C -1.074 1.410 -3.131
C -1.796 1.011 -4.253
C -3.155 0.758 -4.143
C -3.792 0.933 -2.918
C -3.068 1.341 -1.805
C -1.606 1.410 1.382
C -2.449 0.301 1.263
C -3.070 -0.256 2.378
C -2.842 0.274 3.640
C -1.987 1.361 3.781
C -1.376 1.919 2.664
H -2.893 7.767 0.020
H -3.526 6.253 -1.829
H -2.561 4.003 -1.972
H -0.233 4.803 1.556
H -1.238 7.031 1.704
H -0.016 1.635 -3.241
H -1.299 0.913 -5.212
H -3.723 0.447 -5.011
H -4.860 0.768 -2.835
H -3.594 1.518 -0.876
H -2.633 -0.145 0.293
H -3.741 -1.100 2.256
H -3.330 -0.151 4.509
H -1.801 1.780 4.763
H -0.715 2.767 2.805
*
```


[5]
Formula: C19H42AuOSb2
Source: OMol25
Level of theory: wB97M-V/def2-TZVPD

Values from the calculation:
E: -39193.0576 eV
Frontier orbital gap: 7.7 eV
Largest force on an atom: 0.587 eV/Å
Energy relative to the best compared isomer or geometry (same formula, charge and spin): 0.6 kJ/mol

Structure (ORCA input):
```
! wB97M-V def2-TZVPD RIJCOSX def2/J DEFGRID3
* xyz 1 1
Au -0.070 -0.254 -0.086
C 0.199 -4.436 -0.184
C -1.140 -4.111 -0.840
C -2.137 -5.255 -0.682
Sb -1.838 -2.194 -0.139
C -2.730 -2.358 1.817
C -1.626 -2.382 2.871
C -3.716 -3.504 2.008
C -3.414 -1.606 -1.483
C -4.466 -2.668 -1.780
C -2.781 -1.074 -2.768
H 0.609 -5.352 -0.615
H 0.085 -4.605 0.889
H 0.931 -3.640 -0.326
H -0.973 -3.917 -1.905
H -2.267 -5.520 0.367
H -1.754 -6.142 -1.192
H -3.116 -5.028 -1.099
H -3.272 -1.408 1.890
H -1.034 -3.297 2.805
H -2.064 -2.349 3.871
H -0.944 -1.534 2.774
H -3.208 -4.468 2.013
H -4.489 -3.532 1.242
H -4.214 -3.397 2.975
H -3.880 -0.774 -0.951
H -4.042 -3.487 -2.364
H -5.271 -2.232 -2.377
H -4.913 -3.087 -0.880
H -2.242 -1.860 -3.302
H -2.079 -0.259 -2.574
H -3.556 -0.699 -3.441
O 2.909 0.651 -0.047
C 1.887 0.183 -0.076
C -4.218 1.925 0.676
C -3.280 2.841 -0.103
C -3.524 4.302 0.262
Sb -1.227 2.195 0.133
C -0.443 2.895 2.021
C -0.795 1.894 3.121
C -0.771 4.322 2.441
C -0.086 3.352 -1.289
C -0.438 4.830 -1.407
C -0.149 2.661 -2.650
H -5.257 2.204 0.483
H -4.054 2.014 1.753
H -4.098 0.877 0.405
H -3.450 2.704 -1.175
H -3.452 4.457 1.338
H -4.541 4.573 -0.035
H -2.840 4.989 -0.229
H 0.633 2.825 1.823
H -1.869 1.889 3.325
H -0.289 2.162 4.051
H -0.500 0.875 2.860
H -1.817 4.422 2.731
H -0.563 5.050 1.658
H -0.170 4.592 3.313
H 0.932 3.254 -0.895
H -1.425 4.964 -1.855
H 0.281 5.327 -2.062
H -0.423 5.345 -0.448
H -1.166 2.667 -3.054
H 0.183 1.621 -2.603
H 0.487 3.182 -3.370
*
```


[6]
Formula: C39H45FI2N3O3S3
Source: OMol25
Level of theory: wB97M-V/def2-TZVPD

Values from the calculation:
E: -103208.1281 eV
Frontier orbital gap: 3.0 eV
Largest force on an atom: 1.581 eV/Å
Energy relative to the best compared isomer or geometry (same formula, charge and spin): 0.0 kJ/mol

Structure (ORCA input):
```
! wB97M-V def2-TZVPD RIJCOSX def2/J DEFGRID3
* xyz -1 1
C -8.632 -0.377 7.851
C -8.960 0.103 6.440
O -9.969 1.106 6.456
C -7.721 0.702 5.775
N -6.976 -0.346 5.089
C -5.535 -0.122 4.960
C -5.174 0.144 3.512
O -3.759 0.139 3.416
C -3.249 0.443 2.171
C -3.628 1.564 1.456
C -3.070 1.858 0.209
C -3.581 3.128 -0.426
I -4.544 2.827 -2.320
C -2.545 4.305 -0.322
C -3.281 5.562 0.202
I -1.487 4.865 -2.100
C -2.103 0.982 -0.294
C -1.699 -0.144 0.437
C -2.293 -0.411 1.660
N -0.687 -1.041 -0.027
C 0.657 -0.486 0.252
C 1.781 -1.481 -0.015
C 3.083 -0.738 -0.350
S 4.483 -1.326 0.658
C 5.447 0.190 0.763
S 5.061 1.309 1.849
N 6.507 0.251 -0.210
C 6.432 1.452 -1.038
C 5.956 1.295 -2.331
C 5.894 2.401 -3.166
C 6.306 3.653 -2.745
C 6.774 3.809 -1.441
C 6.837 2.708 -0.605
C 7.840 0.049 0.315
C 8.881 0.062 -0.614
C 10.200 -0.104 -0.232
C 10.511 -0.296 1.111
C 9.476 -0.341 2.024
C 8.148 -0.169 1.651
C -0.879 -1.394 -1.406
C -0.780 -2.733 -1.771
C -0.961 -3.113 -3.090
F -0.845 -4.408 -3.308
C -1.263 -2.180 -4.058
C -1.366 -0.844 -3.697
C -1.168 -0.462 -2.371
S -1.308 1.237 -1.865
H -9.520 -0.792 8.321
H -8.236 0.453 8.431
H -7.850 -1.130 7.786
H -9.309 -0.745 5.844
H -10.724 0.740 6.924
H -8.070 1.451 5.065
H -7.137 1.189 6.561
H -7.167 -1.244 5.504
H -5.232 0.717 5.587
H -4.985 -0.987 5.324
H -5.619 -0.650 2.915
H -5.607 1.103 3.230
H -4.360 2.250 1.854
H -4.394 3.448 0.209
H -1.835 4.018 0.441
H -3.192 5.634 1.282
H -4.328 5.547 -0.088
H -2.857 6.459 -0.236
H -2.008 -1.285 2.225
H 0.671 -0.233 1.309
H 0.833 0.427 -0.319
H 1.917 -2.140 0.839
H 1.552 -2.118 -0.862
H 3.329 -0.898 -1.395
H 2.990 0.336 -0.216
H 5.651 0.316 -2.661
H 5.536 2.282 -4.178
H 6.280 4.516 -3.391
H 7.106 4.758 -1.051
H 7.208 2.794 0.404
H 8.645 0.210 -1.656
H 10.954 -0.061 -1.002
H 11.544 -0.412 1.397
H 9.708 -0.502 3.067
H 7.375 -0.207 2.397
H -0.555 -3.459 -1.006
H -1.424 -2.463 -5.091
H -1.617 -0.104 -4.439
C -0.049 -5.763 -7.876
C 0.245 -4.294 -7.495
C 0.356 -4.215 -5.965
O -0.754 -3.483 -7.926
H -0.999 -6.086 -7.443
H -0.112 -5.865 -8.962
H 0.739 -6.451 -7.520
H 1.277 -4.084 -7.889
H -0.559 -4.523 -5.473
H 0.603 -3.205 -5.628
H 1.166 -4.876 -5.605
*
```